6 unconnected molecules or ions with the total composition C21H44O10S5 in a non-equilibrium geometry, computed with ωB97M-V/def2-TZVPD.

Bonds (Å) are listed after each position.
CARTESIAN COORDINATES (ANGSTROEM)
1 C 7.87 1.34 1.91  C2 1.610, H17 1.149, H18 1.141, H19 1.140
2 C 6.75 2.01 0.96  C1 1.610, C3 1.639, H20 1.134, H21 1.151
3 C 6.07 0.94 -0.08  C2 1.639, C4 1.587, C5 1.583, H22 1.161
4 C 5.22 1.79 -1.12  C3 1.587, H23 1.135, H24 1.168, H25 1.135
5 C 5.43 -0.21 0.80  C3 1.583, C6 1.467, C15 1.569
6 C 4.54 -0.04 1.95  C5 1.467, C7 1.585, C12 1.566
7 C 3.83 1.24 2.55  C6 1.585, C8 1.628, H26 1.134, H27 1.161
8 C 2.83 1.76 1.38  C7 1.628, O9 1.465, H28 1.144, H29 1.141
9 O 1.42 1.55 1.70  C8 1.465, C10 1.439
10 C 0.59 2.19 0.71  O9 1.439, O11 1.269, H30 1.159
11 O -0.12 1.54 -0.11  C10 1.269
12 C 4.68 -1.47 2.59  C6 1.566, O13 1.263, O14 1.437
13 O 5.03 -1.54 3.80  C12 1.263
14 O 5.12 -2.57 1.77  C12 1.437, C15 1.431
15 C 5.42 -1.76 0.63  C5 1.569, O14 1.431, O16 1.246
16 O 5.06 -2.20 -0.48  C15 1.246
17 H 8.01 2.01 2.83  C1 1.149
18 H 8.90 1.27 1.43  C1 1.141
19 H 7.62 0.31 2.32  C1 1.140
20 H 6.02 2.54 1.64  C2 1.134
21 H 7.32 2.81 0.37  C2 1.151
22 H 6.99 0.46 -0.60  C3 1.161
23 H 4.71 2.64 -0.57  C4 1.135
24 H 6.02 2.29 -1.80  C4 1.168
25 H 4.55 1.11 -1.74  C4 1.135
26 H 4.49 2.06 2.98  C7 1.134
27 H 3.08 0.84 3.35  C7 1.161
28 H 2.95 2.88 1.22  C8 1.144
29 H 3.04 1.24 0.38  C8 1.141
30 H 0.50 3.34 0.63  C10 1.159
31 C -0.44 -2.09 -2.40  S32 1.806, H35 1.091, H36 1.092, H37 1.092
32 S 0.83 -0.85 -2.07  C31 1.806, O33 1.495, C34 1.807
33 O 0.92 0.04 -3.27  S32 1.495
34 C 2.23 -1.98 -2.13  S32 1.807, H38 1.092, H39 1.092, H40 1.091
35 H -1.41 -1.59 -2.44  C31 1.091
36 H -0.24 -2.58 -3.36  C31 1.092
37 H -0.45 -2.83 -1.59  C31 1.092
38 H 2.27 -2.48 -3.10  C34 1.092
39 H 2.14 -2.72 -1.33  C34 1.092
40 H 3.15 -1.40 -1.98  C34 1.091
41 C -4.56 2.98 -3.22  S42 1.805, H45 1.091, H46 1.092, H47 1.091
42 S -3.75 2.64 -1.64  C41 1.805, O43 1.496, C44 1.806
43 O -3.25 3.94 -1.10  S42 1.496
44 C -2.34 1.76 -2.33  S42 1.806, H48 1.091, H49 1.092, H50 1.090
45 H -5.46 3.57 -3.02  C41 1.091
46 H -3.89 3.56 -3.86  C41 1.092
47 H -4.84 2.04 -3.70  C41 1.091
48 H -1.80 2.41 -3.03  C44 1.091
49 H -2.68 0.86 -2.84  C44 1.092
50 H -1.67 1.48 -1.52  C44 1.090
51 C 5.47 -4.85 3.91  S52 1.806, H55 1.091, H56 1.092, H57 1.091
52 S 4.77 -6.04 5.08  C51 1.806, O53 1.494, C54 1.807
53 O 5.92 -6.67 5.81  S52 1.494
54 C 4.21 -7.22 3.83  S52 1.807, H58 1.092, H59 1.092, H60 1.091
55 H 5.91 -4.03 4.48  C51 1.091
56 H 6.23 -5.33 3.30  C51 1.092
57 H 4.67 -4.45 3.28  C51 1.091
58 H 5.06 -7.56 3.23  C54 1.092
59 H 3.46 -6.75 3.20  C54 1.092
60 H 3.77 -8.08 4.35  C54 1.091
61 C -8.83 1.80 -2.75  S62 1.806, H65 1.090, H66 1.092, H67 1.091
62 S -8.11 0.57 -3.86  C61 1.806, O63 1.495, C64 1.806
63 O -6.94 1.21 -4.53  S62 1.495
64 C -9.47 0.57 -5.05  S62 1.806, H68 1.091, H69 1.092, H70 1.091
65 H -8.13 1.99 -1.94  C61 1.090
66 H -9.02 2.73 -3.29  C61 1.092
67 H -9.76 1.41 -2.33  C61 1.091
68 H -9.62 1.57 -5.45  C64 1.091
69 H -10.38 0.22 -4.56  C64 1.092
70 H -9.22 -0.11 -5.86  C64 1.091
71 C -8.09 1.48 3.08  S72 1.806, H75 1.091, H76 1.092, H77 1.091
72 S -8.17 2.12 1.39  C71 1.806, O73 1.495, C74 1.807
73 O -9.60 2.03 0.94  S72 1.495
74 C -7.28 0.74 0.62  S72 1.807, H78 1.092, H79 1.092, H80 1.090
75 H -8.62 2.17 3.73  C71 1.091
76 H -8.56 0.50 3.13  C71 1.092
77 H -7.05 1.42 3.39  C71 1.091
78 H -7.80 -0.20 0.83  C74 1.092
79 H -6.26 0.70 1.02  C74 1.092
80 H -7.24 0.91 -0.45  C74 1.090

frontier orbital gap: 7.12 eV

Partial atomic charges computed with the Mulliken method, in multiples of e: number 1, C, carries -1.023; number 2, C, carries -0.525; number 3, C, carries 0.564; number 4, C, carries -1.202; number 5, C, carries 0.241; number 6, C, carries 0.588; number 7, C, carries -0.670; number 8, C, carries -0.039; number 9, O, carries -0.349; number 10, C, carries 0.007; number 11, O, carries -0.421; number 12, C, carries 0.181; number 13, O, carries -0.524; number 14, O, carries -0.282; number 15, C, carries -0.342; number 16, O, carries -0.497; number 17, H, carries 0.323; number 18, H, carries 0.324; number 19, H, carries 0.215; number 20, H, carries 0.132; number 21, H, carries 0.423; number 22, H, carries 0.417; number 23, H, carries 0.269; number 24, H, carries 0.426; number 25, H, carries 0.216; number 26, H, carries 0.332; number 27, H, carries 0.355; number 28, H, carries 0.309; number 29, H, carries 0.012; number 30, H, carries 0.405; number 31, C, carries -1.019; number 32, S, carries 0.790; number 33, O, carries -0.654; number 34, C, carries -0.864; number 35, H, carries 0.235; number 36, H, carries 0.349; number 37, H, carries 0.344; number 38, H, carries 0.405; number 39, H, carries 0.350; number 40, H, carries 0.092; number 41, C, carries -0.887; number 42, S, carries 0.594; number 43, O, carries -0.688; number 44, C, carries -0.634; number 45, H, carries 0.298; number 46, H, carries 0.394; number 47, H, carries 0.263; number 48, H, carries 0.351; number 49, H, carries 0.298; number 50, H, carries 0.088; number 51, C, carries -0.787; number 52, S, carries 0.483; number 53, O, carries -0.629; number 54, C, carries -0.898; number 55, H, carries 0.344; number 56, H, carries 0.367; number 57, H, carries 0.216; number 58, H, carries 0.287; number 59, H, carries 0.330; number 60, H, carries 0.322; number 61, C, carries -0.818; number 62, S, carries 0.511; number 63, O, carries -0.605; number 64, C, carries -0.994; number 65, H, carries -0.007; number 66, H, carries 0.419; number 67, H, carries 0.397; number 68, H, carries 0.312; number 69, H, carries 0.372; number 70, H, carries 0.341; number 71, C, carries -0.942; number 72, S, carries 0.562; number 73, O, carries -0.617; number 74, C, carries -0.582; number 75, H, carries 0.333; number 76, H, carries 0.300; number 77, H, carries 0.345; number 78, H, carries 0.328; number 79, H, carries 0.347; number 80, H, carries -0.005